Molecular formula: C32H22FeN6O4S4
Method: DFT, ωB97M-V/def2-TZVPD

The geometry in XYZ format:
```
69
C32H22FeN6O4S4 ωB97M-V/def2-TZVPD
Fe 0.473 -0.097 -0.148
C 6.117 1.536 2.592
O 5.898 1.083 3.922
C 4.719 1.442 4.505
C 4.440 0.860 5.740
C 3.249 1.143 6.382
C 2.308 1.980 5.790
C 2.627 2.617 4.599
C 3.822 2.350 3.950
N 1.080 2.192 6.509
N -0.013 2.319 5.918
C -0.149 2.010 4.528
C -0.794 2.945 3.744
C -0.852 2.867 2.352
C -0.307 1.770 1.680
O -0.306 1.611 0.409
C 0.285 0.741 2.505
N 0.787 -0.320 1.819
C 1.353 -1.301 2.477
C 1.410 -1.327 3.881
C 0.902 -0.277 4.590
C 0.350 0.833 3.910
H 7.042 1.068 2.263
H 6.231 2.623 2.553
H 5.297 1.243 1.930
H 5.162 0.180 6.172
H 3.018 0.687 7.337
H 1.935 3.301 4.131
H 4.005 2.834 3.001
H -1.206 3.812 4.250
H -1.319 3.649 1.769
H 1.788 -2.101 1.891
H 1.854 -2.177 4.381
H 0.919 -0.293 5.672
O -3.180 -1.617 -0.783
C -2.090 -1.056 -0.767
O -1.238 -1.027 0.176
C -1.639 -0.329 -2.027
C -2.526 -0.231 -3.121
C -2.105 0.375 -4.260
C -0.786 0.883 -4.325
C -0.264 1.515 -5.478
C 1.017 1.987 -5.492
C 1.833 1.849 -4.349
C 1.355 1.240 -3.224
C 0.036 0.747 -3.185
N -0.413 0.143 -2.039
H -3.511 -0.657 -2.996
H -2.756 0.473 -5.122
H -0.903 1.617 -6.347
H 1.407 2.473 -6.377
H 2.844 2.237 -4.350
H 1.958 1.139 -2.334
S 2.778 0.789 0.072
S 3.447 2.503 -0.826
S 2.060 3.995 -0.401
S 2.150 4.476 1.476
N 2.893 -6.628 -2.650
C 2.533 -5.614 -2.244
C 2.082 -4.343 -1.737
C 2.676 -3.163 -2.167
C 2.214 -1.967 -1.650
N 1.216 -1.898 -0.762
C 0.642 -3.038 -0.359
C 1.046 -4.280 -0.814
H 3.483 -3.173 -2.886
H 2.658 -1.022 -1.928
H -0.182 -2.924 0.332
H 0.555 -5.176 -0.463
```

Computed properties:
Total charge: -1
Energy above the lowest of the compared OMol25 structures with the same formula, charge and spin: 0.0361 eV
2S+1: 2
LUMO (alpha / beta): 1.47 / 1.06 eV
Maximum force: 0.5 eV/A